1.
Below is C45H32CdN8O4 as an isolated structure, with properties calculated with ωB97M-V/def2-TZVPD.

Results
**Gap between HOMO and LUMO**: 6.043 eV
**Net charge**: -2
**E_HOMO**: -1.80 eV
**Maximum force**: 0.0137 Eh/bohr
**ΔE to the lowest compared entry with this formula, charge and spin**: 3.06 kcal/mol
**Calculated total energy**: -2640.93923 Eh

Geometry (Å):
Cd -0.92713 -0.19042 1.32775
O -5.38287 -0.81348 2.36950
O 1.43364 -2.39903 -0.96549
O 2.80997 1.53725 0.87940
O -0.72172 3.14749 4.23239
N 3.60154 0.29503 -0.88062
N -2.15236 -2.25749 2.76254
N -1.00188 1.33072 -0.82139
N -3.26339 0.10465 2.01967
N -1.26916 1.76744 2.44288
N -1.90688 0.89282 -1.52956
N 0.78309 0.13748 3.09873
N 1.77153 -0.45817 0.27343
C 1.38565 0.77577 -5.31069
C -0.49230 5.50563 -0.63439
C -2.55583 -3.23172 -1.68812
C -3.46747 -2.19522 2.53170
C 2.70786 0.53835 0.17727
C -0.87579 2.76598 -0.81440
C -2.73655 -1.03920 -2.61433
C -3.68579 -4.56773 2.77808
C 3.30454 0.08627 -4.03546
C 6.25639 -2.95222 -1.37632
C 5.97962 -3.98511 -2.26061
C -2.32063 -4.63175 3.02687
C 3.11534 -0.80096 -1.68035
C -3.58180 1.45169 1.86313
C -1.65683 -1.33897 -0.42160
C 0.69179 1.32775 3.69211
C 3.87360 -2.93997 -2.78908
C -4.81102 1.97345 1.44923
C 1.69271 1.80644 4.52919
C -1.90904 -2.70628 -0.57825
C -2.97287 -2.39625 -2.72185
C -4.98144 3.34718 1.29684
C 2.81783 1.03238 4.73968
C -2.70414 3.71755 1.97780
C 4.77990 -3.97498 -2.96415
C -1.72343 3.62663 -1.50396
C 2.91245 -0.20411 4.11469
C 1.10606 -0.15885 -3.10650
C 0.15698 3.26702 -0.03778
C 2.76327 0.62496 -5.19414
C -4.26529 -3.33666 2.53540
C -3.93442 4.22039 1.56536
C -2.07539 -0.53656 -1.49178
C -0.54241 2.19365 3.45328
C 5.34412 -1.91661 -1.19977
C -1.52855 4.99424 -1.41230
C 4.14867 -1.89457 -1.90810
C -4.13664 -0.83891 2.27457
C 2.48511 -0.30571 -2.97761
C -2.51014 2.34926 2.11773
C -1.60436 -3.44694 3.00750
C 0.34692 4.63982 0.05160
C 1.87214 -0.60219 3.29776
C 0.56210 0.38353 -4.26437
C 1.99149 -1.34288 -0.71932
H 4.02318 1.10285 -1.30730
H 0.95839 1.19601 -6.21337
H 3.41535 0.92820 -6.00589
H -5.62316 1.28507 1.26587
H 0.80135 2.57883 0.49836
H 1.91360 -1.53905 2.75487
H -5.94256 3.73428 0.97467
H -4.28595 -5.47095 2.77079
H 2.93079 -2.94389 -3.32158
H -2.19631 5.66850 -1.93609
H -3.04363 -0.35079 -3.39618
H 7.18433 -2.95215 -0.81499
H 3.78195 -0.83746 4.23508
H -2.75397 -4.29797 -1.74553
H -5.32215 -3.21103 2.34509
H -0.35199 6.57756 -0.55287
H 0.45075 -0.46760 -2.30031
H 4.37947 -0.04070 -3.94929
H 4.54470 -4.78414 -3.64630
H 1.14771 5.02585 0.67071
H -1.82031 -5.57257 3.22023
H 3.61965 1.38955 5.37594
H -2.54154 3.20942 -2.07573
H 5.54722 -1.11297 -0.50300
H -0.51323 0.49828 -4.33952
H -0.53222 -3.44963 3.18240
H -1.57893 -3.39830 0.18934
H 1.54953 2.77676 4.98282
H -3.48060 -2.79925 -3.59034
H 6.68822 -4.79322 -2.39779
H -1.87753 4.38160 2.19514
H -4.06892 5.29104 1.45095

2.
Below is a 2-piece molecular cluster, C2H8NS overall at a distorted geometry, with properties calculated with ωB97M-V/def2-TZVPD.

Results
**Gap between HOMO and LUMO**: 5.802 eV
**Net charge**: -1
**E_HOMO**: -2.12 eV
**Maximum force**: 0.0623 Eh/bohr
**ΔE to the lowest compared entry with this formula, charge and spin**: 21.14 kcal/mol
**Calculated total energy**: -533.93741 Eh

Geometry (Å):
S 0.41399 0.64793 1.60267
N 1.13096 -3.70547 -2.48419
C -0.30945 1.76286 0.19701
C -1.62788 1.30136 -0.31602
H -0.30604 2.57807 0.89393
H 0.39431 1.85666 -0.61034
H -1.77186 0.26451 -0.65944
H -2.30964 1.43107 0.55651
H 0.54714 -2.89311 -2.59763
H 1.81983 -3.50759 -1.79284
H -1.81161 1.85455 -1.26344
H 0.52130 -4.39808 -2.06613

3.
Below is a 10-piece molecular cluster, C7H35NO9 overall at a distorted geometry, with properties calculated with ωB97M-V/def2-TZVPD.

Results
**Expectation value of S²**: 0.754
**Gap between HOMO and LUMO (alpha / beta)**: 11.069 / 5.611 eV
**Net charge**: +1
**E_HOMO (alpha / beta)**: -13.69 / -13.69 eV
**Maximum force**: 0.1218 Eh/bohr
**ΔE to the lowest compared entry with this formula, charge and spin**: 40.67 kcal/mol
**Spin multiplicity**: 2
**Calculated total energy**: -1019.18702 Eh

Geometry (Å):
O 2.39470 2.72899 0.46222
O -3.26144 -2.64370 0.86650
O -1.18381 0.87263 -2.57638
O 4.82281 -1.11811 -0.99767
O 1.35538 0.30647 -3.69077
O -3.53814 -0.60579 -1.49507
O -4.81915 0.87482 0.27125
O -2.20632 0.34298 3.48802
O 3.06298 1.37419 -1.70764
N 0.40159 0.77251 -0.17178
C 0.04123 -0.55298 0.31398
C -1.02894 2.24025 1.42040
C -0.02658 -1.56131 -0.84358
C 2.46707 -1.04788 0.79824
C 1.13418 -0.86595 1.43298
C -0.76064 1.70752 -0.10252
C 0.71144 -2.04339 2.30957
H 1.59725 1.13335 -3.43802
H 0.64510 0.66703 -1.20016
H -4.45536 0.39585 -0.38698
H 3.82339 1.66879 -2.14198
H -2.89589 -2.92515 0.02236
H 2.59217 -1.88077 0.03593
H -4.08815 1.02919 0.79423
H -1.34617 3.31966 1.51687
H 1.98683 -0.27977 -4.07221
H 0.18280 -2.58964 -0.49771
H -3.93643 -2.03237 0.59197
H 4.57821 -0.62283 -0.23621
H 0.51116 -3.00278 1.77328
H -0.59174 2.63417 -0.62653
H 2.96611 1.53915 -0.84242
H 2.84021 2.84803 1.22032
H 1.58949 2.32598 0.61642
H -1.01158 -1.57657 -1.44668
H -2.64008 -0.35054 -1.76734
H 0.68191 -1.21939 -1.60355
H -1.19116 1.02521 -3.44812
H -2.04124 -0.53944 3.07414
H -2.89414 0.32055 4.09555
H 3.14944 -1.46112 1.59269
H -0.37281 0.29355 -2.40452
H -1.73287 1.18274 -0.39039
H -1.87965 1.82193 2.01539
H 1.52101 -2.27476 3.00692
H 1.24303 0.00893 2.04664
H 4.09465 -1.09115 -1.56242
H -0.21579 -1.91707 2.92337
H -0.12530 2.16456 2.02547
H 2.90761 -0.22143 0.33166
H -4.08338 -0.71743 -2.26277
H -0.97498 -0.45773 0.86700

4.
Below is C27H24CeF9N8O4S2 as an isolated structure at a distorted geometry, with properties calculated with ωB97M-V/def2-TZVPD.

Results
**Gap between HOMO and LUMO (alpha / beta)**: 6.082 / 6.084 eV
**Net charge**: +1
**E_HOMO (alpha / beta)**: -10.29 / -10.29 eV
**Maximum force**: 0.0412 Eh/bohr
**ΔE to the lowest compared entry with this formula, charge and spin**: 0.00 kcal/mol
**Calculated total energy**: -3952.52778 Eh

Geometry (Å):
Ce -12.67885 -6.05965 -11.22542
S -10.58022 -4.71850 -10.05883
S -13.76176 -3.65250 -10.44099
F -12.07605 -3.99044 -15.46687
F -12.37925 -6.10451 -15.49262
F -14.52648 -2.69864 -15.16412
F -13.70764 -4.83511 -16.57868
F -15.24469 -3.05526 -13.15819
F -13.18895 -2.55189 -13.51122
F -15.62482 -5.68566 -12.89113
F -16.03627 -5.28316 -14.97648
F -14.76832 -6.92127 -14.40192
O -11.70233 -7.87906 -10.26010
O -13.13416 -5.16389 -13.07114
O -11.58464 -7.44751 -12.92439
O -14.85174 -8.87178 -7.65120
N -9.80469 -7.30887 -14.33049
N -17.26386 -6.42361 -10.11775
N -10.14542 -3.35250 -6.75275
N -16.92084 -4.14432 -9.73133
N -14.19178 -2.24205 -7.21445
N -14.84251 -6.75440 -10.40693
N -19.05888 -5.06109 -9.80039
N -12.65658 -9.92674 -8.29081
C -12.78978 -3.40082 -9.01449
C -10.89695 -7.86984 -13.87997
C -11.49358 -3.78661 -8.87006
C -8.73812 -10.65910 -10.97277
C -10.69381 -8.70099 -10.32510
C -12.55396 -8.62558 -7.71668
C -11.35120 -8.08857 -7.36031
C -10.76184 -3.51077 -7.70331
C -8.49728 -9.29735 -11.23201
C -11.93328 -10.54544 -9.16561
C -15.10979 -5.66612 -14.11156
C -9.85818 -11.00162 -10.28879
C -16.00158 -6.58286 -10.25104
C -14.23591 -3.22029 -13.99451
C -9.43087 -5.94367 -13.89095
C -10.83088 -10.05206 -9.90584
C -9.41961 -8.34410 -10.86711
C -11.35550 -6.88516 -6.64408
C -13.49398 -2.73818 -7.98013
C -13.89196 -4.74995 -14.17317
C -16.09453 -8.51255 -7.05991
C -13.78527 -8.06397 -7.33752
C -13.79334 -6.83549 -6.67742
C -17.73894 -5.19813 -9.90424
C -9.00139 -7.89440 -15.41153
C -12.56508 -6.27486 -6.31314
C -12.99741 -4.92259 -15.47274
H -10.43111 -8.57231 -7.63571
H -10.41510 -6.44424 -6.38487
H -15.97631 -8.47261 -5.96507
H -16.45813 -7.55024 -7.45055
H -15.89743 -4.20593 -9.89299
H -8.01932 -11.41597 -11.28268
H -11.21505 -8.80313 -14.35603
H -16.79880 -9.31559 -7.32097
H -13.53469 -10.35163 -7.96979
H -9.39765 -8.89560 -15.64201
H -8.84097 -5.47985 -14.67966
H -19.54047 -4.18677 -9.69293
H -8.79294 -5.97857 -13.00199
H -14.70351 -6.34086 -6.36973
H -10.34851 -5.41221 -13.68587
H -9.25058 -7.29420 -11.08708
H -17.26829 -3.23639 -9.51330
H -19.63849 -5.89377 -9.78195
H -7.57631 -9.04037 -11.70914
H -9.98421 -12.04696 -10.00223
H -12.58559 -5.30852 -5.80121
H -9.03256 -7.26101 -16.29805
H -12.19676 -11.59260 -9.25728
H -7.96994 -7.98763 -15.11954

5.
Below is C29H57NO7SSi2 as an isolated structure at a distorted geometry, with properties calculated with ωB97M-V/def2-TZVPD.

Results
**Gap between HOMO and LUMO**: 8.102 eV
**E_HOMO**: -8.57 eV
**Maximum force**: 0.0398 Eh/bohr
**Calculated total energy**: -2697.80354 Eh

Geometry (Å):
S -3.22099 -2.44891 0.25742
Si 1.01540 -4.24057 -0.24437
Si -1.35387 -3.19057 1.03275
O -6.49344 5.48145 -0.80779
O 3.10299 -7.50347 -0.85598
O -5.67034 3.38792 -0.95311
O -0.61381 -3.97702 -0.24514
O -5.40441 4.85085 -2.64851
O 1.69033 -4.20014 1.30594
O 1.13604 -5.75079 2.69595
N 1.95578 -5.46544 1.93050
C -2.58240 3.27104 0.00742
C 0.21642 1.03280 -1.67564
C 4.58366 -1.03142 1.86700
C -1.33847 3.65405 0.79826
C -6.26531 6.66806 -1.57889
C 1.98796 0.29842 2.41247
C -0.35534 -1.74639 1.71415
C 0.72637 1.04812 2.84983
C 2.68244 -0.45426 3.53784
C 1.26119 -0.96762 -2.88510
C -5.16141 6.94998 -3.85645
C 1.78392 -2.92479 -1.32595
C -5.84098 4.46273 -1.42251
C 3.62148 -1.52727 2.97169
C 1.27032 -5.96610 -0.95144
C 0.35864 2.06342 1.77488
C -2.15773 1.88896 -2.11173
C 1.48270 0.37599 -2.22591
C 5.28543 -2.73077 0.03948
C -2.47492 1.87294 -0.60302
C 4.65188 -4.12968 0.00423
C 4.29548 -1.61953 0.47618
C 2.72150 -6.35983 -1.09299
C -6.03345 6.10610 -2.96229
C -1.00729 0.98197 -2.57992
C -1.29854 -0.82880 2.43386
C -1.42241 -0.85684 3.77169
C -1.02132 2.67384 1.94034
C 0.70654 -1.99955 -1.91089
H 4.58276 0.05108 1.77847
H -0.68698 1.35656 -3.55444
H 6.12415 -2.76251 0.72709
H 4.30406 -0.83636 -0.27566
H -1.88941 -0.12492 1.86471
H -4.16778 7.07036 -3.42344
H 1.97177 -0.96166 4.18697
H -1.71961 1.83959 1.90682
H 2.68645 1.05303 2.05788
H -6.98345 5.88568 -3.45726
H -0.50273 3.65690 0.09610
H -3.46023 3.34194 0.64574
H 5.58922 -1.30330 2.17036
H 5.32445 -4.87524 0.41272
H 4.20777 -2.00176 3.75324
H 0.83569 -6.68264 -0.26192
H 3.48105 -5.60708 -1.38136
H 3.72257 -4.13853 0.56337
H 2.45170 -2.29095 -0.73979
H -1.39844 4.67564 1.16381
H -3.05357 1.56301 -2.63365
H 0.41564 2.06386 -1.39476
H -2.72894 4.01394 -0.77244
H -1.13281 3.15881 2.90701
H 1.74511 -0.36149 1.58338
H -5.60650 7.93330 -4.00772
H -1.74713 -4.15920 2.06414
H 5.68011 -2.45298 -0.93366
H -3.46021 1.42584 -0.50310
H 0.30273 -2.14931 2.48205
H -2.29021 -0.47785 4.28594
H -7.12506 7.33090 -1.52181
H -1.33374 -0.04228 -2.75147
H 2.16756 0.22415 -1.38829
H 0.88212 1.53399 3.80946
H -5.38555 7.17821 -1.17922
H -0.05667 0.29187 2.92771
H 0.75565 -5.99577 -1.90908
H 0.23969 -1.22235 0.96579
H 3.30349 -2.06592 0.44825
H 0.55066 -0.85269 -3.70166
H 1.15481 2.80430 1.71237
H -0.02708 0.52842 -0.73895
H 2.18097 -1.30142 -3.35846
H 0.34681 1.51587 0.83359
H 2.36042 -3.36058 -2.13756
H -0.01610 -2.60992 -2.44754
H 1.98010 1.07747 -2.89270
H -5.03565 6.47374 -4.82820
H -2.77779 -1.37271 -0.40616
H 4.42167 -4.45849 -1.00614
H 3.27051 0.24236 4.13314
H -1.80272 1.24553 -0.02807
H -0.63293 -1.31306 4.35422
H 2.98613 -2.28591 2.51878
H 0.14261 -1.51024 -1.12181
H -1.96718 2.89188 -2.48101

6.
Below is C4H5NO2 in the gas phase, with properties calculated with ωB97M-V/def2-TZVPD.

Results
**Gap between HOMO and LUMO**: 10.724 eV
**E_HOMO**: -10.26 eV
**SMILES**: O=C[C@H]1CN1C=O
**Maximum force**: 0.0124 Eh/bohr
**ΔE to the lowest compared entry with this formula, charge and spin**: 45.46 kcal/mol
**Calculated total energy**: -360.59697 Eh

Geometry (Å):
O 2.99275 -0.00855 -0.28743
O -2.70594 -0.89209 0.45109
N -0.58493 -0.20288 -0.13525
C 1.82365 -0.08629 -0.56586
C -1.51782 -1.08910 0.36804
C -0.39315 1.20460 -0.07880
C 0.68853 0.23669 0.35840
H -1.03825 -2.06152 0.58269
H -0.87632 1.76931 0.71846
H 0.90659 0.22552 1.42707
H -0.30518 1.72820 -1.03238
H 1.46191 -0.44029 -1.55353